Entry 1:
{"formula": "CH11O4S", "method": "the ωB97M-V functional and the def2-TZVPD basis", "species": ["C", "S", "H", "H", "H", "H", "H", "O", "H", "H", "O", "H", "H", "O", "H", "H", "O"], "positions_angstrom": [[1.81176, 1.24702, 0.45905], [0.68814, 0.07405, 1.15896], [2.55963, 1.73261, 1.10412], [1.24429, 2.11767, 0.08959], [2.43404, 0.96445, -0.40196], [0.37252, -3.28517, 0.43359], [1.19380, -2.09126, 0.85413], [1.26337, -3.03313, 0.61695], [-0.98600, 1.29600, 2.24436], [-1.42959, 2.72724, 2.14103], [-1.77257, 1.86365, 2.41897], [-2.61735, 0.50721, -2.98517], [-1.20329, 0.31412, -3.40134], [-2.03497, 0.65155, -3.74847], [0.04254, -1.67617, -1.47335], [-0.24240, -0.30778, -0.89655], [-0.40856, -0.86145, -1.70569]], "homo_energy_ha": -0.140, "spin_multiplicity": 1, "lumo_energy_ev": 3.73, "e_above_lowest_kcal_mol": 4.8, "total_charge": -1, "total_energy_ev": -20242.7149}

---

Entry 2:
{"formula": "CH11O5", "method": "the ωB97M-V functional and the def2-TZVPD basis", "species": ["C", "O", "H", "H", "H", "H", "H", "O", "H", "H", "O", "H", "H", "O", "H", "H", "O"], "positions_angstrom": [[0.72673, 0.78719, -1.28831], [0.55702, -0.18478, -0.31277], [0.64753, 1.84133, -0.89975], [-0.11753, 0.80816, -2.09213], [1.77507, 0.63528, -1.75612], [1.95448, -2.90842, -0.23517], [1.64475, -1.48261, -0.35832], [2.43483, -2.08585, -0.43016], [-1.04053, -0.63044, -0.59834], [-2.21404, -0.45535, -1.59057], [-1.95359, -1.01698, -0.77477], [1.04593, 0.91512, 2.67558], [0.87422, 0.72658, 1.19964], [0.95882, 1.43851, 1.85257], [-1.88527, 1.03706, 1.63065], [-2.67367, -0.08447, 1.19174], [-2.73476, 0.65967, 1.78622]], "homo_energy_ha": -0.168, "spin_multiplicity": 1, "lumo_energy_ev": 3.97, "e_above_lowest_kcal_mol": 10.2, "total_charge": -1, "total_energy_ev": -11454.2142}

---

Entry 3:
{"formula": "CH11O5", "method": "the ωB97M-V functional and the def2-TZVPD basis", "species": ["C", "O", "H", "H", "H", "H", "H", "O", "H", "H", "O", "H", "H", "O", "H", "H", "O"], "positions_angstrom": [[1.10793, -1.73583, -0.65580], [-0.09906, -1.18436, -0.16104], [1.72705, -1.66772, 0.19728], [1.77271, -1.10134, -1.31008], [1.15776, -2.78650, -1.16531], [0.35332, -0.63430, 2.25064], [-0.43833, 0.62213, 2.67167], [0.13815, -0.01939, 3.00531], [-0.96879, -1.00236, -2.68459], [-1.50174, -1.08286, -1.24931], [-1.75468, -0.82710, -2.19604], [-0.73294, 2.17074, 1.52358], [0.16698, 2.98109, 0.90321], [-0.30735, 2.95052, 1.78795], [0.03359, 0.52896, -0.49955], [-0.65046, 1.30078, -1.55602], [-0.00415, 1.48755, -0.86190]], "homo_energy_ha": -0.151, "spin_multiplicity": 1, "lumo_energy_ev": 4.03, "e_above_lowest_kcal_mol": 30.2, "total_charge": -1, "total_energy_ev": -11453.3467}

---

Entry 4:
{"formula": "CH11O5", "method": "the ωB97M-V functional and the def2-TZVPD basis", "species": ["C", "O", "H", "H", "H", "H", "H", "O", "H", "H", "O", "H", "H", "O", "H", "H", "O"], "positions_angstrom": [[0.89996, 1.10406, -1.04172], [-0.07453, 0.13903, -1.15826], [0.42957, 2.14927, -1.04445], [1.50491, 1.06240, -0.12949], [1.52424, 1.17258, -1.94376], [0.07109, 0.25145, 3.20360], [-0.49999, -1.10988, 3.10870], [0.01638, -0.57559, 3.73074], [1.31920, -2.39850, -0.29514], [0.60318, -2.14378, 1.14085], [1.06027, -2.76307, 0.56723], [-1.44210, 1.11009, -3.45548], [-0.89401, 0.14346, -2.34643], [-1.58560, 0.18624, -3.17196], [-0.51113, 0.17249, 0.42611], [-1.43705, 1.17227, 1.10885], [-0.98439, 0.32748, 1.30060]], "homo_energy_ha": -0.162, "spin_multiplicity": 1, "lumo_energy_ev": 3.82, "e_above_lowest_kcal_mol": 18.3, "total_charge": -1, "total_energy_ev": -11453.8612}

---

Entry 5:
{"formula": "CH12F3NaO9S", "method": "the ωB97M-V functional and the def2-TZVPD basis", "species": ["Na", "C", "F", "F", "F", "S", "O", "O", "O", "O", "H", "H", "O", "H", "H", "O", "H", "H", "O", "H", "H", "O", "H", "H", "O", "H", "H"], "positions_angstrom": [[0.18353, -0.60924, 0.11320], [0.94266, 3.48595, 0.77119], [1.08933, 2.52694, 1.66683], [0.98019, 4.64326, 1.41480], [1.95272, 3.33831, -0.16456], [-0.80148, 3.36617, -0.12834], [-0.89970, 2.02752, -0.77510], [-1.74579, 3.42758, 1.00920], [-0.75702, 4.48054, -1.06744], [-1.74331, -2.34676, 0.71262], [-2.07345, -2.08063, 1.57076], [-2.49071, -2.76782, 0.28797], [0.73984, -3.12322, -1.21441], [-0.05873, -3.56600, -1.50157], [1.36917, -3.83061, -1.07378], [1.98719, 0.50739, -1.05176], [2.78185, 0.74872, -0.57584], [2.27619, 0.38805, -1.95646], [0.31582, -3.51376, 1.82149], [-0.36997, -3.25985, 1.20387], [1.07000, -3.72244, 1.27022], [-0.49802, -0.58133, -2.55523], [0.17225, -0.53304, -3.23688], [-0.42481, -1.47082, -2.20927], [-1.00150, 0.62209, 1.83383], [-1.83823, 0.28997, 2.15912], [-1.15802, 1.55304, 1.67553]], "homo_energy_ha": -0.317, "spin_multiplicity": 1, "lumo_energy_ev": -1.11, "e_above_lowest_kcal_mol": 31.8, "total_charge": 0, "total_energy_ev": -43064.8527}

---

Entry 6:
{"formula": "CH12N2O3", "method": "the ωB97M-V functional and the def2-TZVPD basis", "species": ["N", "C", "N", "H", "H", "H", "H", "H", "H", "O", "H", "H", "O", "H", "H", "O", "H", "H"], "positions_angstrom": [[1.06942, -3.60987, 0.06960], [2.22815, -3.83925, -0.78061], [2.93595, -5.07934, -0.53235], [0.54154, -2.85270, -0.35923], [1.36021, -3.20535, 0.94541], [1.91721, -3.86552, -1.82475], [2.98271, -3.04239, -0.75874], [2.98615, -5.24536, 0.46572], [2.40699, -5.85053, -0.91085], [-2.79726, 3.38748, -2.26403], [-2.42410, 3.89898, -2.99369], [-3.74554, 3.50324, -2.40511], [-1.68156, 6.00621, -0.70408], [-1.38677, 5.31297, -1.31221], [-1.28877, 6.76604, -1.16009], [-0.73648, 1.34760, 4.15305], [-1.45788, 1.55927, 3.53250], [-1.31111, 1.02037, 4.86193]], "homo_energy_ha": -0.351, "spin_multiplicity": 1, "lumo_energy_ev": 0.61, "e_above_lowest_kcal_mol": 22.4, "total_charge": 0, "total_energy_ev": -10353.7902, "smiles": "NCN.O.O.O"}

---

Entry 7:
{"formula": "CH12N2O4", "method": "the ωB97M-V functional and the def2-TZVPD basis", "species": ["H", "N", "C", "N", "H", "H", "H", "O", "H", "H", "O", "H", "H", "O", "H", "H", "O", "H", "H"], "positions_angstrom": [[1.30190, 3.41194, -0.28838], [1.20619, 2.42030, -0.08547], [2.06475, 1.74221, -0.74573], [1.89593, 0.38296, -0.99553], [2.91426, 2.34246, -1.08092], [1.70732, -0.16653, -0.15712], [1.32444, 0.13596, -1.78840], [-3.18770, -3.12516, -1.42843], [-3.99534, -2.65452, -1.63939], [-2.41882, -2.65458, -1.75861], [0.99017, -1.67021, 0.97761], [0.45642, -1.18335, 1.62606], [0.25541, -1.91487, 0.39936], [0.33207, 0.77558, 2.80117], [-0.39154, 0.61884, 2.16744], [0.71260, 1.53845, 2.34252], [-1.60782, -0.02935, 0.29015], [-2.48400, -0.00887, -0.12232], [-1.07623, 0.03874, -0.51400]], "homo_energy_ha": -0.360, "spin_multiplicity": 1, "lumo_energy_ev": -0.10, "e_above_lowest_kcal_mol": 44.2, "total_charge": 0, "total_energy_ev": -12400.9263, "smiles": "[H]/N=C/N.O.O.O.O"}

---

Entry 8:
{"formula": "CH12NO3", "method": "the ωB97M-V functional and the def2-TZVPD basis", "species": ["C", "N", "H", "H", "H", "H", "H", "H", "H", "H", "O", "H", "H", "O", "H", "H", "O"], "positions_angstrom": [[0.02920, 1.94335, 0.26890], [0.23611, 0.70206, 1.07947], [-0.96510, 1.85927, -0.16831], [0.81111, 2.14285, -0.45450], [0.01202, 2.83075, 0.90303], [1.16187, 0.85065, 1.50630], [-0.40726, 0.64597, 1.93883], [0.26439, -0.07765, 0.39547], [3.53728, 0.81175, 3.46094], [3.87454, 0.38825, 2.03497], [3.14992, 0.73349, 2.56536], [-1.71985, -2.58963, -3.91947], [-3.16155, -3.09383, -3.89637], [-2.58835, -2.41186, -3.52686], [-1.27581, -1.82521, -1.41495], [-1.87162, -1.60944, -0.15380], [-1.08692, -1.30077, -0.61902]], "s_squared": 0.751, "homo_energy_ha": [-0.104, -0.430], "spin_multiplicity": 2, "lumo_energy_ev": [0.58, 0.49], "e_above_lowest_kcal_mol": 11.1, "total_charge": 0, "total_energy_ev": -8860.9288}